The following is a DFT calculation (ωB97M-V/def2-TZVPD) of C22H25IrN3O6S as an isolated structure.

- Lowest unoccupied orbital energy: 2.4556 eV
- Charge: -1
- E_tot: -1971.64585 a.u.
- Relative energy (zero: lowest compared OMol25 entry of this formula, charge and spin): 20.7 kJ/mol

Atoms and positions in Å:
1 Ir 1.349 -1.157 -1.866
2 O 2.459 -2.323 -0.494
3 C 3.536 -2.057 0.156
4 C 4.090 -3.071 0.986
5 C 5.222 -2.872 1.731
6 C 5.889 -1.641 1.693
7 C 5.384 -0.645 0.891
8 C 4.223 -0.809 0.119
9 C 3.779 0.275 -0.748
10 N 2.751 0.307 -1.592
11 C 2.819 1.508 -2.272
12 C 3.873 2.224 -1.821
13 N 4.467 1.442 -0.858
14 H 3.562 -4.016 1.005
15 H 5.604 -3.674 2.352
16 H 6.786 -1.475 2.275
17 H 5.921 0.297 0.868
18 H 2.084 1.765 -3.008
19 H 4.239 3.200 -2.082
20 H 5.282 1.676 -0.326
21 C -6.161 2.779 2.907
22 C -4.799 2.240 2.563
23 C -4.071 2.757 1.494
24 C -2.824 2.249 1.168
25 C -2.290 1.211 1.916
26 C -2.990 0.694 2.994
27 C -4.240 1.207 3.308
28 S -0.690 0.555 1.493
29 O 0.148 1.649 1.088
30 O -0.309 -0.256 2.621
31 N -1.000 -0.327 0.169
32 C -1.664 -1.628 0.361
33 C -0.743 -2.830 0.115
34 C -0.772 -3.259 -1.358
35 O -1.654 -4.042 -1.709
36 O 0.120 -2.794 -2.161
37 H -6.398 3.661 2.313
38 H -6.221 3.053 3.962
39 H -6.935 2.031 2.719
40 H -4.487 3.571 0.912
41 H -2.253 2.657 0.349
42 H -2.545 -0.102 3.575
43 H -4.790 0.798 4.149
44 H -0.143 -0.380 -0.468
45 H -2.523 -1.683 -0.314
46 H -2.051 -1.658 1.380
47 H -1.119 -3.676 0.690
48 H 0.269 -2.593 0.443
49 C -1.120 1.839 -3.152
50 O 0.085 1.160 -2.859
51 C 0.118 -0.212 -2.868
52 C -1.028 -0.810 -3.651
53 H -1.965 1.381 -2.636
54 H -1.326 1.875 -4.226
55 H -0.983 2.855 -2.784
56 H -1.298 -0.185 -4.506
57 H -1.916 -0.932 -3.021
58 H -0.752 -1.805 -3.985